1.
{
  "formula": "C36H55AsN3O3SSi3Ti",
  "method": "wB97M-V/def2-TZVPD",
  "gap_ev": 6.62,
  "e_homo_ev": -15.95,
  "total_energy_ha": -6145.942548,
  "total_charge": 3,
  "species": ["Ti", "C", "O", "C", "N", "C", "C", "C", "C", "C", "C", "C", "C", "C", "C", "C", "C", "N", "C", "N", "C", "C", "O", "C", "C", "C", "C", "C", "C", "H", "H", "H", "H", "H", "H", "H", "H", "H", "H", "H", "H", "H", "H", "H", "H", "H", "H", "H", "C", "O", "Si", "C", "C", "C", "Si", "C", "C", "C", "Si", "C", "C", "C", "H", "H", "H", "H", "H", "H", "H", "H", "H", "H", "H", "H", "H", "H", "H", "H", "H", "H", "H", "H", "H", "H", "H", "H", "H", "H", "H", "C", "As", "C", "C", "S", "H", "H", "H", "H", "H", "H", "H", "H", "H"],
  "coordinates": [[-0.17620, 0.19873, 0.48990], [-0.10403, 3.89551, -3.34913], [-0.97250, 4.08220, -2.19188], [-0.66966, 3.11701, -1.33338], [0.18471, 2.22506, -1.63694], [0.75500, 2.66314, -2.97156], [2.21368, 3.06823, -2.90745], [3.05889, 2.79348, -3.97595], [4.36956, 3.25937, -3.97822], [4.84609, 4.00251, -2.90464], [3.99789, 4.30519, -1.84220], [2.68388, 3.85017, -1.85279], [-1.33541, 3.27315, -0.02974], [-1.92161, 4.48081, 0.31152], [-2.41302, 4.64499, 1.59513], [-2.32012, 3.58647, 2.47845], [-1.75525, 2.41105, 2.02764], [-1.27185, 2.24355, 0.80202], [-1.79828, 1.19031, 2.83960], [-1.32534, 0.04494, 2.49476], [-1.99597, -0.96240, 3.42980], [-2.54239, -0.04975, 4.52437], [-2.53672, 1.28460, 3.91388], [-1.23602, -2.10302, 4.04845], [-0.09790, -1.89144, 4.82305], [0.49027, -2.94689, 5.50399], [-0.07943, -4.21727, 5.44447], [-1.23878, -4.42534, 4.70537], [-1.81200, -3.36899, 4.00818], [0.49506, 4.78934, -3.46044], [-0.72046, 3.76747, -4.23239], [0.62297, 1.86597, -3.69946], [2.69012, 2.22709, -4.83180], [5.01521, 3.05299, -4.82721], [5.86745, 4.36851, -2.90564], [4.35405, 4.91959, -1.02025], [2.01272, 4.13839, -1.04375], [-1.95770, 5.27959, -0.41662], [-2.85719, 5.58321, 1.90107], [-2.68348, 3.65825, 3.49400], [-2.81196, -1.37793, 2.84479], [-1.90410, -0.02336, 5.39679], [-3.55603, -0.29031, 4.81698], [0.32716, -0.89203, 4.91418], [1.37769, -2.77593, 6.10751], [0.36766, -5.03845, 5.99275], [-1.69914, -5.40755, 4.67646], [-2.72366, -3.53231, 3.43767], [2.07919, 2.28266, 0.90638], [1.17091, 1.15859, 0.79857], [2.42119, -0.77504, -0.99585], [2.60463, -0.54548, -2.77063], [4.02177, -0.55469, -0.18649], [0.96355, -1.44904, -0.28176], [1.55750, -2.48192, 1.27100], [1.92893, -1.24215, 2.61428], [0.20944, -3.63990, 1.72251], [3.08948, -3.45603, 0.93570], [0.14241, -2.61823, -1.62252], [1.46963, -3.79473, -2.17644], [-1.27471, -3.68317, -1.10295], [-0.41999, -1.55639, -3.06785], [2.85721, 2.02202, 1.61435], [1.53903, 3.14972, 1.26474], [2.50351, 2.49959, -0.06742], [3.52020, 0.00824, -2.97483], [1.76225, -0.03880, -3.22907], [2.68140, -1.54469, -3.23030], [4.50145, 0.34468, -0.58152], [4.62552, -1.41854, -0.50782], [4.01976, -0.52711, 0.90222], [2.78071, -0.60980, 2.35240], [2.18617, -1.77906, 3.53205], [1.09182, -0.59504, 2.86240], [-0.78991, -3.20768, 1.63447], [0.35949, -3.95857, 2.76304], [0.25549, -4.53870, 1.09458], [4.01285, -2.88358, 1.07398], [3.10494, -3.90672, -0.06665], [3.10310, -4.28092, 1.66036], [1.61604, -4.58397, -1.42673], [2.45021, -3.33888, -2.37414], [1.14417, -4.28771, -3.10214], [-0.95648, -4.51407, -0.47065], [-1.65820, -4.11690, -2.03713], [-2.09210, -3.16377, -0.60798], [0.20824, -1.71512, -3.95436], [-0.41984, -0.50002, -2.82666], [-1.43994, -1.84166, -3.33919], [-3.23260, 0.90610, -3.36179], [-3.89570, 0.33645, -1.66913], [-4.86120, 1.79526, -0.91032], [-5.12447, -1.08741, -1.97087], [-2.45582, -0.42486, -0.27557], [-4.05955, 1.39264, -3.87871], [-2.89253, 0.04416, -3.92771], [-2.42433, 1.60782, -3.21585], [-5.73754, 1.97579, -1.53041], [-4.23418, 2.68235, -0.89076], [-5.17038, 1.52683, 0.09468], [-5.92950, -0.71858, -2.60429], [-5.51972, -1.41463, -1.01525], [-4.60734, -1.90734, -2.45730]],
  "forces_ev_per_angstrom": [[-0.958, -0.481, 0.158], [-0.136, -0.177, 0.150], [0.206, 0.059, -0.311], [-0.155, 0.257, -0.109], [0.174, -0.132, -0.420], [-0.093, 0.111, 0.183], [-0.041, -0.159, 0.211], [-0.007, -0.192, -0.146], [0.059, 0.023, -0.004], [-0.030, 0.005, 0.019], [-0.022, 0.012, -0.037], [0.044, 0.177, -0.073], [0.100, -0.042, -0.172], [-0.062, 0.266, -0.001], [-0.022, 0.168, -0.051], [-0.091, 0.173, 0.228], [-0.046, -0.260, 0.054], [0.332, -0.247, -0.053], [-0.257, 0.034, 0.171], [0.838, -0.168, -0.451], [0.145, 0.079, -0.141], [-0.064, 0.241, -0.149], [-0.150, -0.415, 0.288], [0.016, 0.056, 0.132], [-0.064, 0.081, 0.090], [0.022, -0.071, 0.054], [-0.046, 0.034, -0.021], [-0.018, 0.015, 0.074], [-0.106, -0.032, 0.158], [0.060, 0.159, 0.012], [-0.146, -0.084, -0.011], [0.000, -0.131, -0.017], [0.066, 0.072, 0.172], [-0.095, 0.019, 0.136], [-0.118, -0.041, -0.003], [-0.037, -0.077, -0.111], [0.105, 0.044, -0.249], [-0.016, -0.027, 0.039], [0.009, -0.013, -0.008], [-0.022, -0.018, -0.027], [-0.132, -0.049, -0.197], [0.160, 0.106, 0.156], [-0.129, 0.053, 0.017], [-0.089, -0.194, 0.014], [-0.128, -0.035, -0.083], [-0.027, 0.065, -0.036], [0.055, 0.115, 0.007], [0.104, 0.007, 0.044], [-0.270, -0.529, 0.090], [1.502, 1.080, 0.690], [0.014, -0.179, 0.010], [0.151, 0.088, -0.746], [0.403, 0.284, 0.493], [-1.317, -0.035, 0.093], [-0.124, 0.381, 0.189], [0.267, 0.045, 0.106], [-0.141, -0.423, 0.023], [0.486, -0.197, -0.323], [0.065, 0.306, -0.050], [0.325, -0.313, -0.050], [-0.179, -0.300, 0.150], [0.031, -0.195, -0.271], [0.058, -0.140, 0.151], [-0.238, 0.125, 0.096], [-0.025, -0.245, 0.003], [0.017, 0.003, -0.117], [-0.038, 0.024, -0.105], [0.019, 0.366, 0.017], [0.083, -0.041, -0.003], [-0.009, 0.195, -0.017], [0.113, -0.017, -0.208], [-0.141, -0.030, 0.105], [0.021, 0.028, -0.126], [-0.020, 0.096, 0.064], [0.136, -0.135, -0.019], [-0.005, 0.056, -0.276], [0.015, 0.163, 0.207], [-0.168, -0.206, 0.034], [0.078, 0.059, 0.329], [0.029, 0.100, -0.103], [-0.028, 0.110, -0.220], [-0.211, -0.272, 0.030], [0.090, 0.057, 0.133], [-0.136, 0.083, -0.186], [0.008, 0.054, 0.126], [-0.031, -0.018, -0.023], [-0.155, 0.051, 0.171], [-0.047, 0.333, 0.004], [0.041, -0.002, -0.005], [-0.046, -0.069, -0.089], [-0.004, 0.000, -0.030], [-0.020, 0.066, 0.036], [-0.039, 0.008, 0.017], [0.099, -0.336, -0.077], [0.007, 0.002, -0.050], [0.048, -0.014, -0.044], [0.222, 0.182, -0.007], [-0.043, 0.055, -0.015], [0.028, 0.071, 0.018], [-0.045, 0.000, 0.092], [-0.035, -0.014, -0.028], [-0.075, -0.055, 0.086], [0.046, -0.097, -0.059]]
}

***

2.
{
  "formula": "C36H55BLaN13S",
  "method": "wB97M-V/def2-TZVPD",
  "gap_ev": [5.57, 5.57],
  "e_homo_ev": [-11.43, -11.43],
  "total_energy_ha": -2571.010447,
  "e_above_lowest_kcal_mol": 41.0,
  "total_charge": 2,
  "species": ["La", "N", "C", "C", "N", "C", "C", "N", "C", "C", "N", "H", "H", "H", "H", "H", "H", "H", "H", "H", "H", "H", "H", "H", "H", "H", "H", "H", "H", "C", "C", "C", "C", "C", "C", "N", "N", "B", "N", "C", "C", "C", "N", "C", "C", "C", "N", "C", "C", "C", "N", "C", "C", "C", "H", "H", "H", "H", "H", "H", "H", "H", "H", "H", "H", "H", "H", "H", "H", "H", "H", "H", "H", "H", "H", "H", "H", "H", "H", "H", "H", "H", "N", "C", "C", "C", "C", "C", "C", "S", "N", "C", "C", "C", "C", "C", "C", "N", "H", "H", "H", "H", "H", "H", "H", "H", "H"],
  "coordinates": [[0.18479, -0.27505, 0.04040], [-0.43735, -2.92936, 0.56828], [-0.13705, -3.99327, -0.41552], [0.91843, -3.53685, -1.40122], [0.55030, -2.31868, -2.15554], [-0.64550, -2.58360, -2.99000], [-1.94556, -2.10024, -2.37912], [-1.79324, -0.70541, -1.93221], [1.69446, -1.89637, -2.99828], [2.64225, -0.90813, -2.35079], [1.94007, 0.31569, -1.90771], [0.19963, -3.03299, 1.35468], [-1.36252, -3.06397, 0.96100], [-1.05180, -4.27777, -0.92948], [0.23407, -4.89507, 0.07234], [1.12610, -4.35886, -2.09782], [1.82885, -3.33233, -0.84774], [-0.72761, -3.64958, -3.22609], [-0.52721, -2.07010, -3.94521], [-2.24843, -2.69968, -1.52379], [-2.72604, -2.20050, -3.13569], [-2.71332, -0.33752, -1.71845], [-1.44756, -0.12957, -2.69776], [1.29905, -1.42501, -3.89945], [2.27406, -2.76343, -3.33644], [3.42568, -0.68643, -3.07626], [3.11643, -1.32372, -1.47132], [1.47073, 0.76300, -2.69061], [2.64750, 0.97111, -1.59119], [2.64700, 4.60370, 0.54927], [1.35986, 3.78457, 0.70714], [0.95788, 3.27926, -0.66471], [1.50807, 2.72774, 1.76499], [2.00273, 2.96444, 3.04690], [1.92936, 1.74871, 3.68545], [1.43872, 0.83936, 2.83240], [1.16415, 1.43510, 1.63111], [1.15829, -0.61485, 3.26169], [2.07034, -1.63708, 2.52389], [2.83587, -2.47545, 3.23970], [3.66805, -3.15063, 2.38677], [3.36267, -2.65609, 1.11368], [2.37272, -1.73817, 1.18814], [4.15838, -3.05198, -0.10916], [4.52819, -4.53745, -0.08253], [5.41405, -2.17382, -0.21062], [-0.35130, -0.96486, 3.17593], [-1.03753, -1.48608, 4.20647], [-2.37818, -1.43939, 3.91482], [-2.45801, -0.84450, 2.64891], [-1.22112, -0.56039, 2.20069], [-3.74051, -0.57329, 1.90107], [-4.77714, 0.07060, 2.82864], [-3.52478, 0.30679, 0.67920], [2.48773, 5.42924, -0.14719], [3.47021, 3.98561, 0.17589], [2.95597, 5.03049, 1.50121], [0.56982, 4.45102, 1.06052], [1.71756, 2.59733, -1.04820], [0.94232, 4.13907, -1.33495], [-0.87750, 2.76174, 0.26800], [2.34826, 3.89726, 3.46347], [2.20876, 1.46838, 4.69013], [1.45479, -0.69701, 4.41671], [2.74935, -2.52557, 4.31486], [4.41293, -3.88464, 2.65221], [3.58188, -2.90240, -1.01467], [5.21784, -4.76426, 0.73276], [5.02442, -4.81008, -1.01557], [3.64505, -5.17089, 0.03401], [6.01175, -2.25902, 0.69884], [5.15471, -1.11870, -0.33888], [6.03196, -2.48542, -1.05593], [-0.52584, -1.83713, 5.09169], [-3.19470, -1.77257, 4.53633], [-4.13704, -1.54223, 1.58144], [-4.39752, 1.02000, 3.21444], [-5.02620, -0.57232, 3.67363], [-5.69760, 0.26766, 2.27581], [-3.34999, 1.33539, 0.97742], [-4.38868, 0.27478, 0.00886], [-2.65027, -0.04041, 0.13806], [-2.13212, 4.05146, -1.36461], [-2.55709, 4.93625, -0.32380], [-3.22852, 6.05439, -0.87792], [-3.64690, 7.09533, -0.10568], [-3.40380, 7.04558, 1.27531], [-2.80331, 5.94733, 1.83307], [-2.40274, 4.81352, 1.07882], [-1.90992, 3.41466, 1.95465], [-0.39244, 2.60088, -0.68186], [-1.21600, 3.16255, -1.63260], [-1.01501, 2.89510, -3.09322], [-1.18222, 3.92006, -4.02447], [-0.98080, 3.66202, -5.37015], [-0.60351, 2.38909, -5.75321], [-0.42075, 1.44264, -4.75718], [-0.60469, 1.67889, -3.45692], [-2.66012, 4.27499, -2.19812], [-3.38788, 6.09616, -1.95556], [-4.14561, 7.94483, -0.55407], [-3.71365, 7.86968, 1.90582], [-2.65748, 5.88831, 2.90357], [-1.41648, 4.92999, -3.71109], [-1.10048, 4.44994, -6.10386], [-0.43374, 2.13426, -6.79135], [-0.10278, 0.43762, -5.01970]],
  "forces_ev_per_angstrom": [[-0.351, -0.774, -0.433], [0.125, 0.089, -0.118], [0.023, 0.078, 0.008], [-0.068, 0.031, 0.002], [0.055, 0.132, 0.029], [0.032, -0.005, 0.041], [0.080, 0.059, 0.075], [0.124, 0.082, 0.054], [-0.092, -0.012, -0.024], [-0.179, 0.042, 0.030], [0.169, -0.127, -0.024], [0.011, 0.045, 0.080], [-0.080, 0.023, 0.048], [-0.055, -0.003, 0.002], [-0.014, -0.051, 0.040], [0.039, -0.016, -0.030], [-0.030, 0.000, -0.016], [0.023, -0.010, -0.029], [0.033, 0.020, -0.002], [-0.014, -0.017, 0.045], [-0.059, -0.020, -0.014], [-0.015, 0.066, 0.040], [0.041, 0.064, -0.034], [-0.020, 0.003, -0.018], [-0.013, -0.018, -0.019], [0.099, 0.034, -0.019], [0.033, 0.048, 0.025], [-0.097, 0.066, -0.049], [0.024, 0.036, 0.030], [0.024, -0.052, -0.008], [0.040, -0.007, 0.022], [-0.011, -0.295, -0.033], [0.121, -0.012, 0.013], [-0.014, 0.064, 0.050], [0.097, 0.041, -0.047], [-0.056, 0.068, 0.195], [0.262, 0.057, 0.085], [-0.045, 0.047, -0.125], [-0.003, -0.002, 0.154], [0.029, -0.039, 0.026], [0.047, -0.087, -0.026], [0.040, -0.085, 0.004], [-0.028, 0.187, 0.009], [0.133, 0.030, 0.090], [0.022, 0.008, 0.020], [-0.035, -0.011, -0.013], [-0.034, 0.156, 0.052], [0.003, -0.071, 0.074], [-0.099, -0.060, -0.013], [0.077, -0.047, 0.044], [-0.232, -0.008, 0.100], [0.036, 0.133, 0.074], [0.006, -0.012, 0.023], [-0.089, -0.132, 0.124], [0.025, -0.029, 0.029], [-0.074, 0.045, 0.042], [0.006, -0.011, -0.028], [-0.090, 0.062, 0.037], [-0.050, 0.043, 0.014], [-0.051, 0.011, -0.068], [0.233, 0.036, -0.095], [-0.049, -0.090, -0.052], [-0.076, 0.010, -0.104], [-0.015, -0.024, -0.064], [-0.008, 0.047, -0.121], [-0.094, 0.091, -0.055], [-0.035, -0.040, -0.008], [-0.048, 0.005, -0.053], [-0.008, 0.002, 0.050], [0.049, 0.028, 0.007], [-0.012, -0.001, -0.048], [0.032, -0.052, 0.036], [-0.036, 0.029, 0.043], [-0.038, 0.076, -0.118], [0.099, 0.051, -0.055], [0.020, -0.053, -0.036], [-0.023, -0.048, -0.024], [0.009, 0.039, -0.053], [0.031, -0.011, 0.035], [0.065, 0.199, 0.037], [0.057, -0.029, 0.042], [0.054, 0.000, -0.129], [-0.248, -0.129, 0.092], [-0.112, 0.328, 0.185], [0.132, -0.182, -0.211], [-0.069, 0.173, 0.060], [0.022, -0.034, 0.013], [-0.063, 0.054, -0.080], [0.013, -0.205, -0.184], [0.293, -0.335, -0.531], [-0.139, 0.147, 0.556], [-0.045, 0.084, -0.043], [0.168, 0.118, -0.009], [-0.024, 0.138, 0.142], [0.006, 0.043, -0.083], [0.008, -0.048, -0.017], [0.047, -0.068, 0.078], [0.043, -0.175, -0.051], [-0.121, 0.085, -0.063], [0.010, 0.005, 0.109], [0.033, -0.053, 0.032], [0.018, -0.041, -0.004], [-0.007, 0.004, -0.021], [-0.030, -0.022, 0.027], [-0.002, -0.032, 0.057], [-0.012, 0.007, 0.064], [-0.008, 0.018, 0.011]]
}